1.
This record from the Open Molecules 2025 dataset describes a structure of composition C31H39N9S4TeY at a distorted geometry. The level of theory is ωB97M-V/def2-TZVPD.

Geometry (Å):
Y 0.223790 0.628718 -0.189022
C 2.465141 3.840183 4.101652
S 3.549936 2.796555 3.117657
C 2.503614 1.803133 2.137380
S 0.782864 1.853720 2.237128
N 3.253643 0.997674 1.422739
N 2.523247 0.170524 0.599267
C 3.188756 -0.809880 0.135874
C 2.547122 -1.761842 -0.782343
C 3.259397 -2.861169 -1.226069
C 2.639793 -3.777028 -2.059635
C 1.319716 -3.569150 -2.415174
C 0.681488 -2.440397 -1.931392
N 1.270421 -1.540726 -1.137661
H 2.702892 3.693587 5.152966
H 1.422070 3.586308 3.927295
H 2.634206 4.878358 3.823934
H 4.226760 -0.946178 0.426108
H 4.287391 -2.990921 -0.913529
H 3.180855 -4.643024 -2.418507
H 0.787061 -4.259014 -3.054689
H -0.353897 -2.267146 -2.173165
C 0.589939 -2.966036 1.567158
C -0.762601 -2.332899 1.645625
N -1.062865 -1.108989 1.265840
C -2.378498 -0.805314 1.572447
C -3.082490 -1.822522 2.118112
S -2.073022 -3.174015 2.317890
C -2.841322 0.580699 1.411382
C -4.046130 1.063419 1.789036
S -4.074208 2.753274 1.589879
C -2.472697 2.740194 1.010654
N -1.959115 1.533608 0.929618
C -1.765586 4.015440 0.687713
H 1.353308 -2.199447 1.683850
H 0.735788 -3.480386 0.617147
H 0.714496 -3.697702 2.363623
H -4.108744 -1.828641 2.448769
H -4.884796 0.526052 2.202806
H -2.353256 4.636816 0.011599
H -0.793573 3.819568 0.243850
H -1.597527 4.577572 1.607620
C 6.595190 3.070395 -4.485126
C 5.260707 2.952106 -3.796451
C 4.995738 3.630790 -2.620164
C 3.748219 3.584398 -1.994562
C 3.555870 4.369581 -0.724042
C 2.737107 2.822043 -2.589349
Te 0.774945 2.979608 -1.808953
C 2.986601 2.087770 -3.758440
C 1.957549 1.201484 -4.405767
C 4.247148 2.170989 -4.338430
H 7.309776 3.618795 -3.872619
H 6.495684 3.598955 -5.434653
H 7.019714 2.088696 -4.702521
H 5.781617 4.223826 -2.162843
H 4.521387 4.636060 -0.293932
H 2.995304 3.805894 0.019626
H 2.997630 5.291726 -0.907514
H 1.547113 0.488493 -3.686822
H 2.398752 0.640014 -5.229025
H 1.116095 1.779511 -4.797603
H 4.440595 1.601840 -5.243015
C -2.733433 -0.922362 -1.752746
N -1.843641 0.250426 -1.979233
C -1.222746 0.103912 -3.337067
N -2.207820 -0.054093 -4.393135
C -3.041560 -1.219935 -4.089802
N -3.729112 -1.084897 -2.798415
C -4.549219 0.134083 -2.848556
N -3.739590 1.323588 -3.121887
C -2.738508 1.453491 -2.075599
C -3.060138 1.139886 -4.407137
H -3.238339 -0.792953 -0.798640
H -2.119026 -1.824134 -1.700709
H -0.573389 -0.765991 -3.340307
H -0.618421 0.990915 -3.513333
H -2.413925 -2.113869 -4.069060
H -3.786536 -1.339516 -4.875994
H -5.061799 0.259861 -1.892852
H -5.297275 0.022862 -3.633152
H -3.252595 1.565785 -1.125135
H -2.110126 2.324103 -2.262189
H -2.444886 2.015275 -4.615477
H -3.805285 1.036911 -5.195788

Atomic forces in eV per Å
Y -0.478 -0.253 1.014
C -0.082 0.110 0.020
S 0.037 0.059 0.044
C 0.208 -0.070 0.292
S 0.104 -0.182 -0.438
N -0.713 -0.135 -0.302
N 0.080 0.525 0.254
C 0.032 -0.408 -0.459
C 0.288 0.354 0.205
C 0.097 -0.223 -0.107
C 0.178 -0.060 0.033
C -0.119 0.044 -0.017
C 0.168 -0.104 0.157
N -0.295 0.233 -0.115
H 0.009 0.010 -0.020
H 0.060 -0.030 -0.010
H -0.014 0.000 0.036
H 0.010 -0.030 -0.056
H -0.033 0.000 -0.020
H -0.016 0.014 0.002
H 0.007 0.014 0.012
H 0.002 -0.006 -0.009
C -0.066 0.058 0.016
C 0.135 0.217 -0.173
N 0.085 -0.089 -0.086
C 0.233 0.397 -0.105
C -0.208 -0.099 0.108
S -0.154 -0.326 0.164
C 0.330 -0.192 -0.170
C -0.240 0.007 0.064
S -0.267 0.165 0.102
C 0.324 -0.041 -0.100
N 0.161 -0.075 0.030
C -0.093 -0.073 0.042
H 0.017 -0.002 0.007
H -0.006 0.000 -0.013
H -0.026 0.011 0.013
H 0.049 0.007 -0.008
H 0.042 0.033 -0.020
H -0.010 -0.023 -0.006
H 0.019 -0.020 0.018
H -0.020 0.004 -0.001
C -0.011 -0.055 0.045
C 0.040 0.029 -0.081
C -0.017 0.029 0.146
C 0.121 -0.052 -0.090
C -0.003 0.020 -0.038
C 0.100 -0.004 0.017
Te -0.021 0.242 -0.353
C 0.154 0.003 0.067
C -0.006 0.067 0.009
C -0.015 -0.103 -0.020
H -0.016 -0.005 0.007
H -0.016 0.001 0.000
H -0.020 0.007 0.002
H -0.027 -0.004 -0.023
H -0.022 0.015 -0.025
H -0.004 -0.067 0.033
H 0.000 -0.025 -0.032
H 0.034 -0.020 0.014
H -0.006 0.023 -0.003
H 0.019 0.004 0.020
H 0.004 0.044 0.005
C 0.041 0.019 -0.202
N 0.185 0.039 0.015
C -0.233 0.037 -0.101
N -0.057 0.004 0.160
C 0.011 0.077 0.026
N 0.060 0.100 -0.034
C 0.053 -0.008 -0.015
N 0.125 -0.082 0.049
C -0.111 -0.161 -0.023
C 0.010 -0.051 -0.010
H -0.066 0.010 0.049
H -0.113 -0.005 0.038
H 0.077 -0.032 -0.031
H -0.053 0.021 -0.026
H 0.011 -0.015 0.005
H -0.018 -0.010 -0.005
H 0.007 0.000 0.022
H -0.010 0.002 -0.011
H -0.058 0.020 0.040
H 0.009 0.044 -0.040
H 0.022 0.017 -0.001
H -0.020 0.004 -0.005

## Properties
- Net charge: +1
- Orbital gap: 6.00 eV

2.
This record from the Open Molecules 2025 dataset describes a structure of composition C45H42N6PS4Ti. The level of theory is ωB97M-V/def2-TZVPD.

Geometry (Å):
Ti -1.066855 0.568487 -0.223743
N 1.179786 0.796797 3.422878
C 2.079039 -0.116943 2.891266
C 3.212338 -0.701906 3.438033
C 3.948890 -1.513833 2.601667
C 3.563865 -1.713796 1.265419
C 2.427113 -1.134843 0.740673
C 1.659256 -0.331233 1.579077
N 0.518033 0.435063 1.337387
C 0.304373 1.107452 2.454424
C -0.722889 2.135099 2.504346
C -1.200218 2.890554 3.524792
S -2.373846 3.972961 2.927824
C -2.174892 3.334391 1.360113
N -1.291311 2.383754 1.277419
H 1.239961 1.236264 4.325241
H 3.505071 -0.526660 4.464436
H 4.843846 -1.991827 2.975971
H 4.182737 -2.330410 0.626262
H 2.177013 -1.275220 -0.301095
H -0.927816 2.877119 4.567715
H -2.746097 3.686305 0.512664
C 0.491851 -2.698642 -4.610714
C -0.784190 -2.207210 -4.856298
C -1.509553 -1.581792 -3.853224
C -0.948263 -1.435332 -2.586339
C 0.323992 -1.933478 -2.341761
C 1.041989 -2.562279 -3.343610
N -1.629587 -0.733925 -1.552646
N -2.975434 -0.721736 -1.732576
C -3.638424 -0.221688 -0.716840
C -5.067667 -0.138583 -0.780672
C -5.754260 0.276026 0.305023
C -5.048899 0.632508 1.496683
C -3.697960 0.598437 1.501096
N -2.953992 0.216833 0.405828
H 1.048402 -3.189352 -5.398106
H -1.224384 -2.311766 -5.839633
H -2.499924 -1.194930 -4.037755
H 0.717529 -1.860060 -1.339966
H 2.030053 -2.952462 -3.134932
H -5.549739 -0.429914 -1.702481
H -6.834480 0.333888 0.278535
H -5.578728 0.931736 2.389436
H -3.142949 0.855345 2.392296
C 3.281494 1.162612 -5.639123
C 2.042703 0.572037 -5.426364
C 1.409048 0.708532 -4.203023
C 2.009824 1.445544 -3.181486
C 3.247548 2.043456 -3.401671
C 3.881000 1.898111 -4.628262
P 1.076563 1.631454 -1.631964
C 2.128201 2.582126 -0.489884
C 3.341714 2.034239 -0.068576
C 4.078768 2.641998 0.935136
C 3.607341 3.801653 1.539077
C 2.404134 4.354175 1.125153
C 1.667640 3.748465 0.115030
C -0.329708 2.682092 -2.074637
C -0.305759 3.851805 -2.831150
C -1.503444 4.488431 -3.109144
C -2.701112 3.945836 -2.645142
C -2.709335 2.785868 -1.880946
C -1.510001 2.139291 -1.567166
H 3.776916 1.052212 -6.594837
H 1.568189 -0.001202 -6.211988
H 0.440460 0.247577 -4.044535
H 3.714502 2.634205 -2.625172
H 4.841539 2.367949 -4.794585
H 3.712637 1.125354 -0.527401
H 5.021362 2.210418 1.247081
H 4.183635 4.279067 2.321070
H 2.042356 5.268395 1.579005
H 0.730283 4.185716 -0.206642
H 0.631276 4.241097 -3.213845
H -1.514201 5.395383 -3.699429
H -3.636263 4.436294 -2.887570
H -3.659717 2.387014 -1.538783
C -0.785924 -3.799021 4.749904
C -1.678754 -2.566044 4.741886
S -1.867778 -1.691883 3.171848
C -2.599093 -2.917008 2.055087
C -1.674718 -3.971686 1.431846
S -0.093712 -3.286381 0.874429
C 1.103905 -4.502931 1.471010
C 1.105231 -4.862446 2.958919
S 0.903344 -3.497525 4.138974
H -1.230479 -4.587437 4.148242
H -0.721478 -4.174191 5.772057
H -1.266151 -1.802630 5.405518
H -2.664431 -2.830362 5.130308
H -3.028790 -2.305775 1.259521
H -3.430062 -3.407821 2.565474
H -2.190938 -4.415114 0.579540
H -1.462254 -4.774064 2.133195
H 2.058353 -4.049855 1.200728
H 1.005906 -5.423874 0.893037
H 2.059414 -5.340367 3.183417
H 0.336016 -5.600005 3.182759

Atomic forces in eV per Å
Ti 0.259 0.028 -0.195
N 0.021 0.013 -0.053
C -0.062 0.071 0.059
C 0.029 -0.022 -0.005
C -0.046 0.020 -0.028
C 0.025 -0.006 0.049
C 0.026 -0.017 -0.119
C 0.073 -0.030 0.031
N -0.098 -0.112 -0.036
C -0.024 0.005 0.011
C -0.010 -0.191 -0.127
C 0.124 0.018 0.093
S -0.045 0.048 -0.108
C -0.018 0.057 0.032
N -0.036 -0.149 0.022
H 0.000 -0.002 0.003
H 0.004 -0.008 -0.002
H 0.003 -0.002 -0.010
H 0.004 0.000 0.008
H -0.040 0.025 0.038
H 0.011 -0.012 -0.016
H 0.006 -0.022 -0.018
C -0.020 0.003 0.021
C 0.014 -0.023 0.024
C -0.018 0.052 0.012
C -0.022 0.129 -0.061
C -0.015 0.000 0.140
C -0.005 -0.011 -0.063
N 0.263 0.328 0.382
N -0.320 -0.119 -0.101
C 0.202 -0.125 -0.275
C -0.067 0.012 0.201
C -0.054 -0.014 -0.068
C 0.084 -0.002 0.034
C -0.103 -0.009 0.018
N 0.008 0.161 -0.138
H 0.003 -0.001 0.001
H 0.002 -0.003 -0.003
H -0.017 -0.005 -0.010
H 0.002 -0.039 -0.038
H 0.003 0.000 0.006
H 0.036 -0.013 -0.013
H 0.006 0.008 0.018
H -0.002 -0.003 -0.004
H 0.050 -0.001 -0.017
C -0.014 -0.013 -0.008
C 0.016 0.018 -0.007
C -0.025 0.007 0.055
C 0.019 -0.086 0.009
C -0.014 0.020 0.026
C 0.007 0.010 -0.003
P -0.149 0.145 -0.008
C 0.003 -0.036 0.013
C -0.019 0.010 0.006
C 0.012 0.008 0.003
C -0.002 -0.011 0.008
C 0.013 0.011 -0.003
C -0.028 0.007 -0.019
C 0.189 0.044 0.165
C -0.068 -0.064 -0.115
C -0.004 0.000 -0.001
C 0.020 -0.003 0.002
C -0.057 -0.039 -0.020
C -0.153 -0.083 0.122
H 0.002 0.001 0.002
H -0.002 0.002 0.001
H 0.038 0.017 -0.025
H 0.024 0.005 0.006
H -0.001 0.001 0.006
H 0.008 -0.015 0.008
H -0.004 -0.001 -0.004
H 0.002 -0.002 -0.003
H -0.001 -0.002 -0.002
H -0.002 0.007 0.006
H -0.004 -0.005 -0.003
H 0.001 0.000 0.002
H 0.001 -0.003 0.003
H 0.005 -0.002 0.002
C 0.063 0.027 -0.029
C 0.014 0.062 -0.058
S 0.008 -0.025 0.003
C 0.044 0.063 0.045
C 0.040 0.053 0.021
S -0.066 -0.103 0.041
C -0.049 0.075 -0.036
C -0.029 0.063 0.007
S -0.016 -0.033 0.001
H -0.010 -0.024 0.011
H -0.015 0.004 0.007
H -0.026 -0.012 0.031
H 0.005 -0.020 0.015
H -0.013 -0.001 0.006
H -0.021 -0.005 -0.026
H -0.020 -0.021 0.024
H -0.012 -0.014 0.015
H 0.015 -0.015 0.000
H 0.046 -0.006 -0.005
H -0.012 -0.033 0.006
H 0.003 -0.018 0.005

## Properties
- Net charge: +1
- Orbital gap (alpha / beta): 6.25 / 6.25 eV

3.
This record from the Open Molecules 2025 dataset describes a structure of composition C16H40IrN6O at a distorted geometry. The level of theory is ωB97M-V/def2-TZVPD.

Geometry (Å):
Ir 0.032576 -0.213399 -0.058197
C -0.594494 -0.231553 -3.485511
C 0.831996 0.309707 -3.407426
N 1.287399 0.596959 -2.033330
C 1.747615 1.972579 -1.780125
C 0.803378 2.779674 -0.880440
N 0.595886 2.103855 0.404631
C -0.127692 2.912323 1.402332
C -1.641295 2.684097 1.506975
C -2.066064 1.341465 2.113627
N -2.154291 0.234393 1.157499
C -3.346545 0.280295 0.303004
C -2.971498 -0.158826 -1.108517
N -1.795888 0.620791 -1.507038
C -1.610997 0.772712 -2.952287
H -0.669338 -1.151668 -2.907608
H -0.807166 -0.460379 -4.529303
H 0.886475 1.217046 -4.014054
H 1.497150 -0.427012 -3.869406
H 2.060540 -0.029646 -1.849777
H 1.859003 2.518532 -2.722624
H 2.733546 1.942382 -1.304190
H -0.157439 2.921318 -1.374491
H 1.250110 3.772530 -0.734521
H 1.517208 1.908754 0.797099
H 0.029813 3.977985 1.186221
H 0.303401 2.705940 2.383130
H -2.119745 2.858017 0.543188
H -2.013514 3.459615 2.179283
H -3.040859 1.474417 2.599865
H -1.334660 1.052943 2.871727
H -2.179348 -0.623603 1.698948
H -3.721420 1.305734 0.263515
H -4.149209 -0.352581 0.694890
H -3.824391 -0.001784 -1.781031
H -2.733036 -1.223254 -1.122105
H -1.928747 1.547090 -1.112894
H -1.256985 1.783246 -3.165614
H -2.566467 0.650886 -3.473692
N -0.223157 -2.599279 -0.516721
C 0.865344 -3.417898 -1.089018
C 2.122010 -3.437179 -0.220159
C 3.013570 -2.215092 -0.417398
N 2.440548 -1.025446 0.228041
H -0.439813 -2.973720 0.406985
H -1.052681 -2.734005 -1.092719
H 1.114574 -3.033212 -2.082117
H 0.523393 -4.451400 -1.211819
H 2.698547 -4.325088 -0.482713
H 1.855280 -3.526489 0.835789
H 3.147417 -2.026044 -1.486198
H 4.001665 -2.440672 0.001157
H 3.078401 -0.241275 0.116443
H 2.409757 -1.207710 1.228729
C 1.447226 0.415723 4.082181
O 1.450144 -0.169068 2.777147
C 0.303714 -0.708700 2.256622
C -0.326154 -1.871518 2.967025
H 2.409549 0.181266 4.536164
H 0.646061 0.016880 4.700921
H 1.346688 1.501117 4.011898
H -0.536958 -1.619721 4.013226
H 0.345777 -2.737379 2.987131
H -1.265909 -2.185668 2.517652

Atomic forces in eV per Å
Ir 1.978 -0.536 4.189
C 0.189 0.472 0.002
C -0.312 -0.353 -0.462
N -0.080 -0.290 -0.172
C -0.272 0.291 0.228
C 0.294 -0.101 -0.520
N 0.075 -1.922 -0.169
C -0.665 0.199 0.204
C 0.361 -0.276 0.130
C -0.249 0.222 -0.286
N -0.655 0.069 -0.059
C -0.075 -0.272 -0.160
C -0.212 0.185 0.142
N -0.319 0.504 -0.137
C -0.038 -0.420 -0.407
H -0.040 -0.202 -0.037
H -0.009 -0.084 -0.023
H 0.068 -0.018 0.020
H 0.072 0.160 0.046
H -0.116 0.119 0.018
H 0.108 -0.044 0.125
H -0.032 0.006 -0.047
H -0.086 -0.003 0.037
H -0.133 -0.094 0.069
H -0.134 0.063 -0.080
H 0.147 -0.201 0.049
H 0.084 0.028 -0.053
H -0.118 0.028 -0.058
H -0.015 0.078 -0.116
H 0.196 -0.015 0.196
H -0.012 0.039 0.226
H -0.088 0.146 -0.200
H -0.039 -0.032 0.007
H -0.014 0.139 -0.029
H 0.105 -0.002 0.039
H 0.016 -0.094 -0.066
H -0.004 -0.008 -0.041
H -0.066 0.042 0.030
H 0.034 0.089 0.032
N -0.230 1.455 0.429
C 0.433 -0.263 0.028
C -0.060 0.432 -0.474
C 0.271 -0.367 0.151
N 0.135 0.022 -0.004
H -0.111 0.028 -0.239
H 0.026 0.084 0.184
H -0.112 0.000 0.068
H -0.132 0.173 -0.041
H -0.027 0.008 0.057
H -0.014 -0.123 0.101
H 0.005 0.004 0.024
H -0.040 0.075 -0.143
H 0.071 -0.038 0.095
H 0.156 0.193 -0.261
C 0.462 -0.250 1.188
O -2.630 -0.196 -1.144
C 1.727 -0.025 -3.111
C -0.096 0.944 0.752
H -0.121 0.036 0.030
H 0.032 -0.013 0.029
H -0.030 -0.167 -0.230
H 0.035 -0.212 0.053
H 0.229 0.204 -0.056
H 0.071 0.082 -0.149

## Properties
- Net charge: +2
- Orbital gap (alpha / beta): 6.24 / 5.92 eV
- 2S+1: 2

| no. | E_tot (eV) |
| --- | --- |
| 1 | -97867.000 |
| 2 | -132029.344 |
| 3 | -31050.138 |